Here is a structure of composition C7H11N in a non-equilibrium geometry from OMol25. Energies are from wB97M-V/def2-TZVPD.

Each line ends with the natural charge from an NBO analysis.
Cartesian coordinates (Å):
C 2.180 -0.009 -0.488  -0.02
C 3.319 0.387 -0.624  -0.28
C -1.508 1.182 -0.198  -0.05
C 0.696 -0.584 -0.141  -0.28
C -1.123 -0.078 -0.463  0.04
C 0.758 -0.658 1.413  -0.63
C -1.855 -1.314 -0.836  -0.67
N -0.636 2.180 0.284  -0.82
H 0.298 1.948 0.447  0.38
H 4.167 0.921 -0.928  0.23
H -2.474 1.446 -0.348  0.19
H 0.497 -1.455 -0.705  0.21
H 1.035 -1.680 1.837  0.21
H -0.160 -0.419 1.852  0.22
H 1.520 -0.069 1.860  0.23
H -2.959 -1.124 -0.557  0.23
H -1.611 -2.051 -0.196  0.21
H -1.577 -1.678 -1.933  0.22
H -0.567 3.054 -0.277  0.37

Properties
Orbital gap, eV: 9.3
Highest occupied orbital energy, eV: -8.352